[1]
Formula: C15H29BN2O4
Source: the OMol25 dataset
Level of theory: ωB97M-V with the def2-TZVPD basis set

Structure (XYZ):
```
51
Properties=species:S:1:pos:R:3:forces:R:3
H 5.214160 -2.215848 -0.184160 -2.2 0.7 0.9
C -1.608986 -0.590892 -1.087291 -0.8 -1.3 -0.7
C -0.699311 1.157582 1.591289 -0.6 0.1 0.1
O -0.333537 -1.251023 2.773639 5.0 1.8 -0.1
H 2.544573 -3.130770 -0.590543 0.9 0.4 2.2
C -1.341362 -1.408197 0.307358 -0.9 -0.2 0.6
C 3.360964 1.787603 -1.783978 0.1 -0.1 0.1
H -6.705883 -1.653150 0.181185 0.2 0.1 0.1
H -0.691201 -2.397152 0.151223 -1.3 2.2 0.2
C 3.697897 -0.760467 -1.068520 0.0 0.1 1.0
O -5.645776 1.374209 0.151476 1.1 -0.4 0.3
O -4.907573 -0.708017 0.591577 0.6 0.9 -0.2
N -0.769158 -1.206253 -2.224981 0.1 0.9 1.1
C -6.731704 0.493744 -0.068730 -1.1 0.2 -0.5
C -4.553882 0.598779 0.415954 1.9 0.9 0.1
H -0.977494 1.480067 2.700571 0.9 -0.5 -2.2
C 4.352642 0.741495 -0.949615 -0.2 -0.1 -1.2
C 0.722155 1.803000 1.092446 0.0 1.2 -0.1
H 0.897396 0.858314 -1.028586 -0.1 2.1 0.9
H -1.496492 0.571409 -1.017342 0.1 -2.5 -0.1
H -1.589651 1.566495 0.919456 2.4 -0.8 1.5
C 1.034552 -0.875083 3.160455 5.3 2.3 2.5
H 0.102861 -0.654746 -2.383322 -1.0 -0.9 0.3
O -3.410866 1.018465 0.487111 -3.0 -1.0 -0.2
H 2.211784 3.709863 -1.330815 0.1 -2.3 1.2
H 3.444314 -3.878783 0.909703 -1.0 2.3 -0.7
C 3.016322 -2.867293 0.470724 0.1 -0.1 -1.3
H -2.407077 -1.810648 0.665141 2.2 0.8 -0.5
C 0.898251 1.919738 -0.535483 0.7 0.6 0.8
C 2.358842 2.653730 -0.797417 0.6 0.4 -1.0
N 2.228585 -0.505903 3.569835 -10.8 -3.5 -3.8
H 4.424259 -1.153363 1.169629 -0.6 -1.0 -2.2
C 4.186557 -1.742693 0.169543 0.0 -0.1 -0.2
H -7.660028 0.917308 0.324266 0.3 0.1 -0.1
B -0.774505 -0.484390 1.554542 0.1 0.2 -0.5
H 4.523158 1.092940 0.172966 -0.5 -0.8 -2.4
H -6.842360 0.331501 -1.146003 0.0 0.0 0.1
H -0.528557 -2.199562 -2.013957 -0.2 1.4 -0.1
H -2.740567 -0.790832 -1.408525 2.4 0.5 0.8
H -6.627061 -0.737710 1.707345 0.0 0.0 -0.1
H 5.398829 0.709701 -1.507899 -2.1 0.1 1.4
H 4.014010 2.515202 -2.468206 -1.5 -1.5 1.6
H 2.520070 -0.678853 -1.042407 2.3 -0.1 0.1
H 2.956879 2.873680 0.196837 -1.4 -0.5 -1.8
H 2.679146 1.130993 -2.492366 1.5 1.4 1.2
C -6.320536 -0.746681 0.656032 -0.8 -0.9 0.3
H 0.741051 2.922932 1.506023 0.0 -2.4 -0.9
H 0.049826 2.607011 -0.990146 1.6 -1.6 0.9
H 1.682853 1.290766 1.522387 -2.0 0.7 -0.7
H 2.131511 -2.423121 1.108540 2.0 -0.9 -1.1
H 3.970120 -1.255100 -2.106963 -0.5 1.0 2.1
```
Forces are in eV/Å.

Output
- HOMO (eV) = -8.968
- LUMO level (eV) = 0.362
- calculated total energy (eV) = -27865.3136
- HOMO-LUMO gap (eV) = 9.33
- SMILES string = CCCCCCCCCB(CCN)OC#N.O=C1OCCO1
- strongest force on any atom (eV Å⁻¹) = 11.995

[2]
Formula: C15H29Cl3N3O2P2S
Source: the OMol25 dataset
Level of theory: ωB97M-V with the def2-TZVPD basis set

Structure (XYZ):
```
55
Properties=species:S:1:pos:R:3:forces:R:3
C -2.424038 -0.838734 0.496352 -0.1 -0.4 0.0
C -0.603044 -0.888672 3.490007 0.2 0.5 0.0
H -2.158130 2.444913 3.562137 0.0 0.1 0.0
C -0.387340 0.573576 0.901372 -0.6 -0.4 -0.1
H -2.291736 -4.137491 -0.023845 -0.2 0.0 -0.1
H -0.306944 2.111045 -6.257677 0.0 0.0 -0.1
O 3.267246 1.229043 -1.976797 -0.4 -0.4 0.1
H 0.727501 0.706768 -6.393844 0.0 -0.2 -0.2
H -0.365108 -1.590286 5.541487 0.0 -0.1 0.0
H -1.196255 -2.405860 1.400093 0.0 0.1 0.2
C 3.305445 1.819136 0.577146 -0.6 0.2 0.0
H 3.254239 0.803753 0.951247 0.2 -0.1 -0.1
C -0.281993 1.028933 -6.143916 0.0 0.6 0.3
H -1.504076 1.268423 -4.368341 0.0 0.1 -0.1
S 2.538863 1.979546 -1.007818 1.3 0.8 -0.2
H 0.626146 3.181784 -3.483152 0.1 0.2 0.0
C -0.922031 -0.073205 -1.387204 0.1 -0.1 0.4
C -1.768439 -0.826897 -2.364225 0.3 0.0 -0.3
Cl 2.434805 -3.418947 5.461047 0.0 0.0 0.0
H 2.316983 2.638965 -3.611356 0.1 0.0 0.0
H 0.169130 -1.448039 2.965879 -0.2 -0.4 -0.1
C -0.163890 -0.702333 4.944660 -0.4 0.1 0.4
H -2.452588 -1.514591 -1.888615 -0.1 0.0 0.1
P -0.561982 0.793800 2.743331 0.8 0.7 0.4
H -1.206648 -3.206867 -0.730694 0.0 0.0 -0.1
P 0.767850 0.743907 -3.582214 0.7 -0.6 -0.5
H 4.145497 -3.116723 3.897395 0.0 0.0 0.0
H -2.953993 -2.633615 1.494392 0.1 -0.1 0.1
O 2.268542 3.357437 -1.247356 -0.4 -0.1 0.2
H -1.073710 -0.376349 -4.745682 0.2 -0.1 0.1
H -2.304717 -0.148106 -3.018957 -0.2 0.0 0.1
C -2.240693 1.520817 3.004498 0.0 -0.8 -0.4
N 0.697840 1.156205 0.489096 0.1 0.1 -0.1
C 1.303887 2.460575 -3.935812 -0.3 0.1 0.4
Cl 4.731200 -1.650028 5.619375 0.0 0.0 0.0
H -1.119035 -1.432314 -2.998009 0.0 0.0 0.0
C -2.134372 -2.313167 0.854774 -0.1 -0.1 -0.5
H -2.841732 0.790734 3.547807 -0.1 0.2 0.2
H -0.703587 0.125121 5.411566 -0.1 0.0 0.1
N 0.972835 1.167719 -0.807134 0.2 -0.1 -0.4
H 4.318965 2.157641 0.374923 0.1 -0.1 -0.1
N -2.141378 -3.184290 -0.334399 0.3 0.0 0.3
H -1.006971 0.635752 -6.850322 0.1 -0.2 -0.1
H -1.575779 -1.371071 3.426024 0.0 -0.2 -0.1
H -3.245507 -0.837506 -0.216618 0.0 0.1 0.0
C 0.234538 0.652302 -1.818913 -0.6 0.4 0.1
H -2.801640 -0.359291 1.394268 0.2 0.2 0.1
H 2.802730 2.511406 1.243541 0.0 -0.1 0.1
C 3.593464 -2.454869 4.550687 0.1 0.0 0.1
C -0.687842 0.636078 -4.719934 -0.5 0.1 0.2
H 0.894286 -0.472425 5.028566 -0.1 0.0 -0.1
H 1.274001 2.588481 -5.012116 0.0 -0.1 -0.1
H -2.742787 1.690565 2.054020 0.0 0.3 0.0
C -1.227935 -0.105569 -0.034773 -0.2 0.1 0.0
Cl 2.749926 -1.267175 3.534037 0.4 0.0 -0.2
```
Forces are in eV/Å.

Output
- HOMO (eV) = -11.535
- LUMO level (eV) = -4.206
- net charge = +1
- calculated total energy (eV) = -91562.3634
- HOMO-LUMO gap (eV) = 7.33
- strongest force on any atom (eV Å⁻¹) = 1.522

[3]
Formula: C15H29ClN2O6P2
Source: the OMol25 dataset
Level of theory: ωB97M-V with the def2-TZVPD basis set

Structure (XYZ):
```
55
Properties=species:S:1:pos:R:3:forces:R:3
H -2.600713 -3.680702 3.773760 0.0 0.0 0.0
C 1.083376 4.222105 -0.015966 -0.2 0.1 0.0
H -0.793489 7.787990 0.598045 0.2 0.1 -0.1
H 0.089752 -1.682236 5.519700 0.0 0.0 0.0
C -0.916733 -2.317753 3.716505 -0.2 0.0 0.1
O -0.495935 -1.175858 2.965024 0.2 0.1 0.0
C 0.053775 4.617574 1.010040 0.0 -0.1 0.0
N -1.734708 3.326417 4.049077 0.1 -0.1 -0.4
H 0.633189 -2.617477 1.217546 -0.1 0.1 0.0
C -0.852918 3.694952 1.355327 0.0 0.3 -0.2
C -0.820327 2.342037 0.692134 0.2 0.1 0.3
O 1.225614 -2.297645 -4.011375 0.0 -0.1 0.0
H -0.176448 -3.089045 3.496547 0.0 0.0 0.0
C 1.426993 2.784326 -0.051554 0.0 -0.2 0.0
H 0.278125 -2.255088 -1.672585 0.0 0.0 0.0
H 2.805027 -4.202532 -5.010345 0.0 0.0 0.0
Cl 2.116015 6.329174 2.110187 0.2 0.0 0.2
H 0.911750 -1.302131 -6.508771 0.0 0.0 0.0
H 1.797593 -1.551602 -4.222565 0.0 0.0 0.0
C 0.647991 -1.906951 -0.711346 -0.2 -0.3 0.4
P 0.096195 6.271105 1.810305 0.0 0.0 0.0
C -0.087176 -0.599553 -0.367150 0.5 -0.2 0.1
O 1.573551 5.032686 -0.759800 0.2 0.0 -0.1
H 0.073286 -2.720877 -7.153059 0.0 0.0 0.0
H -1.607184 -1.206687 5.432212 0.0 0.0 0.0
H 2.429227 2.526097 -0.376179 -0.1 0.0 -0.1
H 0.914650 -3.759917 0.105010 -0.1 0.0 0.0
H 0.353932 -3.855804 -4.928019 0.0 0.0 0.1
H -0.779992 2.986364 4.077623 0.0 0.1 0.2
H -0.646970 -1.782192 -5.834251 0.0 0.0 0.0
H -3.028032 -2.001546 3.411761 0.0 0.0 0.1
H -2.259160 -2.999594 2.173243 0.0 0.0 0.0
H 1.876644 0.261680 -0.078133 0.0 0.1 0.0
C 0.870591 0.387624 0.329657 -0.1 0.1 0.1
C 2.313579 -3.580441 -5.758402 0.0 0.0 0.1
N 0.346821 -2.941944 0.297998 0.2 0.1 0.0
H -2.453331 5.242021 2.594064 -0.1 0.1 -0.1
H 2.151040 -4.177877 -6.656232 0.0 0.0 0.0
O -0.682187 -0.043771 -1.527583 -0.1 0.2 0.0
C -2.282606 -2.783450 3.241487 0.0 0.0 -0.1
P -2.122778 3.879217 2.636696 0.1 -0.2 0.5
C -0.901243 -2.010075 5.205052 0.1 0.1 0.0
H 0.940119 0.143400 1.396478 -0.1 -0.3 -0.1
H 2.992849 -2.761469 -6.011509 0.0 0.0 0.0
O -1.846211 1.726616 0.567072 -0.1 -0.4 0.0
C 0.289748 -2.161451 -6.242160 -0.1 0.0 0.1
H -0.865628 -0.885766 0.341675 -0.3 0.3 -0.3
H -0.055068 0.539943 -1.968375 0.0 -0.1 0.0
C 1.003674 -3.028745 -5.217484 0.1 0.1 -0.2
H -3.238170 3.272354 2.048875 -0.1 0.1 -0.1
H -1.180890 -2.886152 5.791108 0.0 0.0 0.0
H 1.728904 -1.737913 -0.795735 0.0 0.1 -0.2
C 0.530085 1.851176 0.280067 0.1 -0.1 -0.1
O 0.001156 7.244690 0.503732 -0.4 0.0 0.0
H -1.127355 -0.465305 3.130572 0.0 0.0 0.0
```
Forces are in eV/Å.

Output
- HOMO (eV) = -9.169
- LUMO level (eV) = -1.510
- calculated total energy (eV) = -62389.0624
- HOMO-LUMO gap (eV) = 7.66
- SMILES string = N=[PH2]C1=C(P(O)Cl)C(=O)C=C(C[C@@H](O)CN)C1=O.CC(C)O.CC(C)O
- strongest force on any atom (eV Å⁻¹) = 0.572

[4]
Formula: C15H29CrN8S
Source: the OMol25 dataset
Level of theory: ωB97M-V with the def2-TZVPD basis set

Structure (XYZ):
```
54
Properties=species:S:1:pos:R:3:forces:R:3
C 5.104482 -2.751505 -0.703541 0.0 0.0 0.0
C 0.021216 1.302287 -2.805275 0.2 -0.2 -0.2
S 0.047635 -1.982736 -1.784324 -0.3 0.1 -0.3
H -2.778383 -0.145064 -1.520312 0.1 -0.1 0.1
H 0.444439 2.322233 0.409872 0.2 -0.2 0.0
N -2.650533 -0.372349 -0.536124 0.0 -0.3 -0.2
C -3.126934 0.352615 1.762644 -0.1 0.1 -0.4
H 0.807804 1.091965 3.033451 0.0 0.1 0.0
H 5.871440 -3.195342 -1.329111 0.0 0.0 0.0
C -1.201190 -2.010748 2.311467 -0.2 0.2 0.5
H -4.463536 0.573191 0.090629 0.2 0.0 0.0
H -3.548919 -0.623077 2.014299 0.0 0.0 0.1
C -1.222830 3.683741 -2.247516 0.0 0.2 0.0
H -0.109855 -2.601053 0.685249 0.1 0.2 0.0
C 1.679854 -2.262918 -1.882409 0.6 -0.6 -0.1
N 2.679643 -2.135327 -0.922380 -0.3 0.0 -1.2
N 2.328403 -2.841399 -2.932125 -0.5 0.8 1.6
H -1.696091 2.401473 1.861432 0.0 0.1 0.0
H 1.759478 1.548084 0.972032 -0.1 0.0 -0.1
N -0.179737 -1.788197 1.294549 0.1 -0.3 0.1
H -3.021975 1.591656 -0.006680 -0.1 -0.1 0.0
H 0.369254 2.111270 -4.757801 0.0 0.0 -0.1
C -1.379080 -0.691780 3.058039 -0.1 -0.4 -0.2
H -1.499811 1.874255 3.544419 0.0 0.1 -0.1
C -0.702237 3.480410 -3.511334 0.0 0.0 -0.1
C -1.112105 2.691992 -1.286819 -0.1 0.0 0.1
H -3.029976 -1.306198 -0.388017 0.0 0.1 -0.1
H -1.529286 2.924695 -0.309622 0.0 0.0 0.1
H 5.434070 -1.764626 -0.375099 0.0 0.0 0.0
C -0.512581 1.446428 -1.520737 -0.1 0.5 -0.6
H 3.034594 -0.556042 0.233758 -0.1 -0.3 -0.2
N 3.626539 -3.088595 -2.661952 0.9 -0.4 -0.2
H 0.575415 2.811998 2.697253 0.0 -0.2 0.0
H -3.668038 1.102122 2.355786 0.0 -0.1 0.0
H -2.129699 -2.292122 1.807128 0.1 0.0 0.1
N 2.554564 -1.456035 0.284244 0.2 0.0 0.1
H -1.710504 4.617050 -1.998780 0.0 0.1 0.0
H 1.920216 -3.109024 -3.811046 -0.1 0.0 0.0
C 0.300887 1.799066 2.372555 -0.2 0.2 0.4
H -0.433900 -0.451695 3.550625 -0.1 0.0 0.0
C 3.840919 -2.664270 -1.465958 -0.1 0.1 0.0
C -3.379872 0.601291 0.274601 -0.3 0.2 0.4
H -0.789184 4.245095 -4.268892 0.0 0.1 -0.1
N -1.697666 0.349197 2.085429 -0.2 0.1 0.2
C -0.065573 2.281025 -3.782170 0.0 0.1 -0.1
H 0.725082 -1.684251 1.743898 -0.1 0.0 -0.1
H -0.937099 -2.811500 3.017595 -0.1 0.1 -0.2
N 0.743008 1.541287 1.000418 0.0 0.1 -0.1
H 0.529444 0.380157 -3.065620 0.0 0.0 -0.1
H 2.995200 -2.003545 1.021664 -0.1 0.0 -0.2
H 4.968183 -3.384185 0.176409 0.1 0.0 0.0
Cr -0.421848 -0.028765 -0.129380 0.1 -0.5 0.7
H -2.144525 -0.781817 3.841350 0.1 0.1 0.0
C -1.218800 1.659583 2.502232 0.3 0.1 0.1
```
Forces are in eV/Å.

Output
- HOMO (alpha / beta) (eV) = -9.710 / -10.926
- LUMO level (alpha / beta) (eV) = -2.682 / -2.692
- net charge = +1
- ⟨S²⟩ = 6.026
- 2S+1 = 5
- calculated total energy (eV) = -67197.8567
- HOMO-LUMO gap (alpha / beta) (eV) = 7.03 / 8.23
- relative energy (zero: lowest compared OMol25 entry of this formula, charge and spin) (kcal per mole) = 5.2
- strongest force on any atom (eV Å⁻¹) = 1.843

calculated total energy of number 1 (C15H29BN2O4)? -27865.3136 eV

Which of these has the lowest calculated total energy? C15H29Cl3N3O2P2S